(1)
Formula: C3H7NO2S
Source: the OMol25 dataset
Level of theory: wB97M-V/def2-TZVPD

Positions of all 14 atoms, in Å:
C1 0.117 0.912 0.520
C2 1.016 0.009 1.446
C3 -0.540 0.188 -0.625
N1 0.070 -2.054 -2.305
O1 1.119 0.260 -2.808
O2 2.049 -0.510 0.729
S1 0.760 -0.775 -1.864
H1 -0.793 1.421 1.085
H2 0.839 1.748 -0.003
H3 1.320 0.649 2.300
H4 0.239 -0.698 1.858
H5 -1.297 -0.445 -0.222
H6 -1.143 0.730 -1.387
H7 -0.013 -2.276 -3.296

The charge is 0. The value obtained for the HOMO-LUMO gap (alpha / beta) is 0.327 / 0.247 hartree. The multiplicity is 1. The energy is -19639.335 eV. The value obtained for the max |F| is 0.0746 hartree/bohr.

Atom charges from the Löwdin analysis, given in e for atoms 1 to 8: -0.242 -0.353 -0.245 -0.248 -0.440 -0.030 0.808 0.157

***

(2)
Formula: C3H7NO2S
Source: the OMol25 dataset
Level of theory: wB97M-V/def2-TZVPD

Positions of all 14 atoms, in Å:
C1 -1.315 -0.422 0.507
C2 -1.896 0.496 -0.942
C3 -0.157 -0.436 1.063
N1 2.103 -0.770 -0.446
O1 1.202 1.386 -0.263
O2 2.215 0.507 1.783
S1 1.448 0.343 0.607
H1 -2.278 -0.884 0.806
H2 -2.206 -0.117 -1.867
H3 -1.273 1.316 -1.154
H4 -2.686 0.995 -0.541
H5 0.011 -0.598 2.130
H6 1.800 -0.647 -1.400
H7 3.032 -1.168 -0.282

The charge is 0. The value obtained for the HOMO-LUMO gap is 0.403 hartree. The multiplicity is 1. The energy is -19641.713 eV. As for the SMILES: C/C=C\S(N)(=O)=O. The value obtained for the max |F| is 0.1308 hartree/bohr.

Atom charges from the Löwdin analysis, given in e for atoms 1 to 8: -0.070 -0.013 -0.205 -0.079 -0.295 -0.282 0.525 0.094

***

(3)
Formula: C3H7NO2S
Source: the OMol25 dataset
Level of theory: wB97M-V/def2-TZVPD

Positions of all 14 atoms, in Å:
C1 0.465 -0.568 1.195
C2 0.950 -0.073 -1.193
C3 -0.025 0.006 -0.102
N1 -1.520 -0.319 -0.415
O1 -2.233 -0.568 0.548
O2 -1.757 -0.189 -1.629
S1 -0.291 2.132 0.175
H1 0.357 -1.657 1.222
H2 -0.029 -0.208 2.184
H3 1.466 -0.359 1.243
H4 0.700 -0.524 -2.147
H5 1.781 -0.630 -0.742
H6 1.292 0.864 -1.546
H7 -1.158 2.091 1.207

The charge is 0. The value obtained for the HOMO-LUMO gap is 0.333 hartree. The multiplicity is 1. The energy is -19640.769 eV. As for the SMILES: CC(C)(S)[N+](=O)[O-]. The value obtained for the max |F| is 0.0854 hartree/bohr.

Atom charges from the Löwdin analysis, given in e for atoms 1 to 8: -0.099 -0.100 -0.530 -0.379 0.064 0.047 0.663 0.101

***

(4)
Formula: C3H7NO2S
Source: the OMol25 dataset
Level of theory: wB97M-V/def2-TZVPD

Positions of all 14 atoms, in Å:
C1 0.750 0.084 -0.390
C2 -1.493 1.063 0.043
C3 0.020 1.018 0.455
N1 1.544 -0.974 0.395
O1 0.489 -2.314 -1.575
O2 -0.827 -2.066 0.505
S1 0.169 -1.568 -0.389
H1 1.386 0.426 -1.341
H2 -1.475 1.121 -1.055
H3 -1.916 1.708 0.711
H4 -1.875 0.077 0.308
H5 0.058 0.502 1.525
H6 0.599 2.044 0.595
H7 2.570 -1.121 0.213

Its expectation value of S² is 2.010. The charge is 0. The value obtained for the HOMO-LUMO gap (alpha / beta) is 0.197 / 0.273 hartree. The multiplicity is 3. The energy is -19636.126 eV. The value obtained for the max |F| is 0.1780 hartree/bohr.

Atom charges from the Löwdin analysis, given in e for atoms 1 to 8: -0.469 -0.080 -0.267 0.014 -0.263 -0.293 0.582 0.159

***

(5)
Formula: C3H7NO2S
Source: the OMol25 dataset
Level of theory: wB97M-V/def2-TZVPD

Positions of all 14 atoms, in Å:
C1 1.255 -0.786 0.660
C2 0.985 -1.021 -0.874
C3 -1.109 1.726 0.079
N1 0.002 -0.742 1.349
O1 -2.567 -0.620 0.488
O2 -0.318 -0.491 -1.086
S1 -0.974 -0.099 0.357
H1 1.821 -1.643 0.928
H2 1.673 0.146 0.763
H3 1.645 -0.272 -1.487
H4 0.988 -2.160 -1.123
H5 -1.243 1.754 -1.013
H6 -2.013 2.213 0.498
H7 -0.144 1.996 0.460

Its expectation value of S² is 2.027. The charge is 0. The value obtained for the HOMO-LUMO gap (alpha / beta) is 0.179 / 0.220 hartree. The multiplicity is 3. The energy is -19635.174 eV. The value obtained for the max |F| is 0.1678 hartree/bohr.

Atom charges from the Löwdin analysis, given in e for atoms 1 to 8: -0.264 -0.188 -0.173 -0.112 -0.368 -0.314 0.770 0.100

***

(6)
Formula: C3H7NO2S2
Source: the OMol25 dataset
Level of theory: wB97M-V/def2-TZVPD

Positions of all 15 atoms, in Å:
C1 0.021 -1.230 0.849
C2 0.857 -0.853 -0.373
C3 -0.524 1.110 0.993
N1 -0.979 -0.168 1.096
O1 -1.500 0.304 -2.621
O2 1.716 1.966 -0.513
S1 -0.123 0.889 -2.748
S2 0.586 1.061 -0.767
H1 -0.575 -2.258 0.680
H2 0.629 -1.260 1.761
H3 1.838 -1.106 -0.041
H4 0.753 -1.297 -1.407
H5 -1.232 1.868 1.007
H6 0.349 1.371 1.511
H7 -1.816 -0.397 0.573

The charge is 0. The value obtained for the HOMO-LUMO gap (alpha / beta) is 0.265 / 0.265 hartree. The multiplicity is 1. The energy is -30475.865 eV. The value obtained for the max |F| is 0.0554 hartree/bohr.

Atom charges from the Löwdin analysis, given in e for atoms 1 to 8: -0.225 -0.241 -0.163 -0.110 -0.757 -0.484 0.548 0.693

***

(7)
Formula: C3H7NO3
Source: the OMol25 dataset
Level of theory: wB97M-V/def2-TZVPD

Positions of all 14 atoms, in Å:
C1 0.912 -0.208 -0.191
C2 -1.222 1.275 -0.091
C3 -0.620 -0.069 -0.534
N1 1.291 -0.625 0.977
O1 -1.212 -1.056 0.327
O2 -0.950 -0.356 -1.815
O3 3.047 -0.637 1.107
H1 1.759 -0.040 -0.985
H2 -1.077 1.491 0.999
H3 -0.835 2.048 -0.771
H4 -2.278 1.080 -0.318
H5 -0.920 -0.847 1.217
H6 -0.842 -1.243 -1.972
H7 2.946 -0.812 2.052

The charge is 0. The value obtained for the HOMO-LUMO gap is 0.399 hartree. The multiplicity is 1. The energy is -10853.598 eV. The value obtained for the max |F| is 0.0865 hartree/bohr.

Atom charges from the Löwdin analysis, given in e for atoms 1 to 8: -0.064 0.007 -0.644 0.111 -0.013 0.095 -0.130 0.164

***

(8)
Formula: C3H7NO3
Source: the OMol25 dataset
Level of theory: wB97M-V/def2-TZVPD

Positions of all 14 atoms, in Å:
O1 -2.264 0.327 -0.411
C1 -1.595 -0.508 0.104
N1 0.285 -0.047 -1.457
C2 -0.109 -0.810 -0.417
O2 0.342 -1.885 -0.231
C3 -0.277 0.150 1.044
H1 1.236 0.396 -1.240
H2 -0.491 0.508 -1.781
H3 0.712 -0.087 1.422
H4 -0.144 1.160 0.668
H5 -0.868 0.250 1.959
H6 3.132 0.972 -0.039
H7 -2.126 -1.388 0.453
O3 2.169 0.964 -0.075

The charge is 0. The value obtained for the HOMO-LUMO gap is 0.180 hartree. The multiplicity is 1. The energy is -10849.766 eV. The value obtained for the max |F| is 0.0979 hartree/bohr.

Atom charges from the Löwdin analysis, given in e for atoms 1 to 8: 0.165 -0.267 0.178 -0.634 0.222 0.061 0.072 0.106

***

(9)
Formula: C3H7NO3
Source: the OMol25 dataset
Level of theory: wB97M-V/def2-TZVPD

Positions of all 14 atoms, in Å:
C1 -0.033 -0.185 1.130
C2 1.130 0.153 -1.114
C3 0.073 0.551 -0.135
N1 -2.705 -0.126 0.122
O1 -3.638 -0.786 -0.131
O2 -2.995 1.239 0.410
O3 -0.611 1.506 -0.411
H1 -0.103 -1.190 1.048
H2 -0.789 0.226 1.761
H3 0.969 0.060 1.534
H4 0.585 -0.763 -1.615
H5 1.935 -0.329 -0.510
H6 1.572 0.868 -1.867
H7 -2.058 1.593 0.071

The charge is 0. The value obtained for the HOMO-LUMO gap is 0.386 hartree. The multiplicity is 1. The energy is -10853.692 eV. As for the SMILES: CC(C)=O.O=NO. The value obtained for the max |F| is 0.0684 hartree/bohr.

Atom charges from the Löwdin analysis, given in e for atoms 1 to 8: -0.018 -0.014 -0.519 -0.124 0.048 -0.065 0.045 0.059

***

(10)
Formula: C3H7NO3
Source: the OMol25 dataset
Level of theory: wB97M-V/def2-TZVPD

Positions of all 14 atoms, in Å:
C1 1.379 1.170 -0.192
C2 -0.319 -0.301 0.134
C3 -1.798 -0.555 0.472
H1 2.272 1.156 0.486
H2 1.490 0.533 -1.171
H3 1.358 2.281 -0.477
H4 -2.145 -0.256 1.543
H5 -1.925 -1.678 0.282
H6 -2.051 0.943 -0.406
H7 2.074 -1.910 -0.185
N1 0.250 -1.365 -0.160
O1 0.125 0.877 0.508
O2 -2.447 0.177 -0.691
O3 1.736 -1.073 -0.144

The charge is 0. The value obtained for the HOMO-LUMO gap is 0.388 hartree. The multiplicity is 1. The energy is -10852.637 eV. As for the SMILES: CO/C(CO)=N\O. The value obtained for the max |F| is 0.0939 hartree/bohr.

Atom charges from the Löwdin analysis, given in e for atoms 1 to 8: -0.070 -0.486 -0.089 0.099 0.136 0.102 0.153 0.133

***

(11)
Formula: C3H7NO3
Source: the OMol25 dataset
Level of theory: wB97M-V/def2-TZVPD

Positions of all 14 atoms, in Å:
O1 -1.621 0.601 -1.548
C1 -0.700 1.161 -2.110
O2 0.411 1.572 -1.579
H1 -0.734 1.372 -3.194
O3 -0.161 -1.480 2.677
C2 0.252 -1.721 1.580
C3 0.443 -0.742 0.469
N1 0.142 0.659 0.730
H2 0.579 -2.742 1.311
H3 1.464 -0.804 0.093
H4 -0.240 -1.048 -0.332
H5 0.381 1.284 -0.491
H6 -0.850 0.814 0.879
H7 0.634 1.072 1.515

The charge is 0. The value obtained for the HOMO-LUMO gap is 0.394 hartree. The multiplicity is 1. The energy is -10856.871 eV. As for the SMILES: NCC=O.O=CO. The value obtained for the max |F| is 0.0201 hartree/bohr.

Atom charges from the Löwdin analysis, given in e for atoms 1 to 8: -0.002 -0.465 -0.007 0.129 0.072 -0.261 -0.189 0.039

***

(12)
Formula: C3H7NO3
Source: the OMol25 dataset
Level of theory: wB97M-V/def2-TZVPD

Positions of all 14 atoms, in Å:
C1 0.168 -1.202 0.537
C2 0.062 1.080 -0.767
C3 -0.689 0.045 0.101
N1 -3.319 -0.006 0.118
O1 -4.143 -0.242 -0.665
O2 -3.207 0.445 1.187
O3 -1.821 -0.354 -0.624
H1 0.015 -1.700 -0.394
H2 1.213 -0.808 0.831
H3 -0.262 -1.905 1.331
H4 0.551 0.599 -1.645
H5 0.860 1.514 0.013
H6 -0.516 1.816 -1.277
H7 -1.078 0.564 0.907

The charge is 0. The value obtained for the HOMO-LUMO gap is 0.390 hartree. The multiplicity is 1. The energy is -10851.679 eV. As for the SMILES: CC(C)O[N+](=O)[O-]. The value obtained for the max |F| is 0.0841 hartree/bohr.

Atom charges from the Löwdin analysis, given in e for atoms 1 to 8: -0.031 -0.048 -0.500 -0.309 0.183 0.163 -0.061 0.054

***

(13)
Formula: C3H7NO3
Source: the OMol25 dataset
Level of theory: wB97M-V/def2-TZVPD

Positions of all 14 atoms, in Å:
C1 0.813 1.078 0.264
C2 2.101 -0.847 -0.395
N1 -3.591 -0.192 1.071
C3 -2.706 -0.612 0.380
O1 1.192 -0.302 0.541
O2 0.120 1.219 -0.923
O3 -1.863 -1.102 -0.251
H1 -0.495 0.472 -0.996
H2 -4.492 0.192 0.898
H3 1.717 1.700 0.215
H4 0.225 1.395 1.135
H5 1.680 -0.811 -1.405
H6 3.048 -0.297 -0.393
H7 2.252 -1.893 -0.139

The charge is 0. The value obtained for the HOMO-LUMO gap is 0.394 hartree. The multiplicity is 1. The energy is -10856.293 eV. As for the SMILES: N=C=O.COCO. The value obtained for the max |F| is 0.0332 hartree/bohr.

Atom charges from the Löwdin analysis, given in e for atoms 1 to 8: -0.289 -0.114 0.196 -0.393 -0.185 -0.030 0.156 0.068

***

(14)
Formula: C3H7NO3
Source: the OMol25 dataset
Level of theory: wB97M-V/def2-TZVPD

Positions of all 14 atoms, in Å:
O1 1.033 0.626 -1.780
C1 0.945 0.342 -0.621
O2 1.971 -0.184 0.079
C2 -0.333 0.320 0.223
C3 -0.801 -1.101 0.492
O3 -1.261 -1.139 1.833
N1 -1.316 1.159 -0.371
H1 2.762 -0.232 -0.475
H2 -0.043 0.742 1.176
H3 -0.054 -1.882 0.336
H4 -1.596 -1.376 -0.199
H5 -1.992 -1.758 1.931
H6 -1.714 1.094 -1.290
H7 -1.665 1.894 0.210

The charge is 0. The value obtained for the HOMO-LUMO gap is 0.363 hartree. The multiplicity is 1. The energy is -10856.883 eV. As for the SMILES: N[C@@H](CO)C(=O)O. The value obtained for the max |F| is 0.0269 hartree/bohr.

Atom charges from the Löwdin analysis, given in e for atoms 1 to 8: 0.119 -0.488 0.102 -0.302 -0.214 -0.054 0.063 0.127

***

(15)
Formula: C3H7NO3
Source: the OMol25 dataset
Level of theory: wB97M-V/def2-TZVPD

Positions of all 14 atoms, in Å:
C1 0.066 1.584 0.188
C2 1.350 -1.293 0.139
C3 -0.508 0.215 0.001
N1 -1.873 0.233 0.768
O1 -2.739 -0.484 0.385
O2 -0.652 -0.076 -1.328
O3 0.162 -0.819 0.754
H1 0.865 1.703 -0.661
H2 0.350 1.693 1.289
H3 -0.622 2.390 0.050
H4 1.127 -1.791 -0.852
H5 1.733 -1.947 0.876
H6 1.881 -0.419 -0.078
H7 -1.139 -0.988 -1.531

The charge is 0. The value obtained for the HOMO-LUMO gap is 0.331 hartree. The multiplicity is 1. The energy is -10853.572 eV. As for the SMILES: CO[C@@](C)(O)N=O. The value obtained for the max |F| is 0.0661 hartree/bohr.

Atom charges from the Löwdin analysis, given in e for atoms 1 to 8: -0.008 -0.066 -0.659 0.048 0.048 0.004 -0.130 0.132

***

(16)
Formula: C3H7NO3S2
Source: the OMol25 dataset
Level of theory: wB97M-V/def2-TZVPD

Positions of all 16 atoms, in Å:
C1 -1.531 -1.011 0.743
C2 -0.652 -0.762 1.848
C3 -0.302 0.072 -0.960
N1 0.536 -0.832 -1.556
O1 1.954 0.451 0.460
O2 0.239 2.228 0.628
O3 1.708 1.898 -1.426
S1 -2.848 -1.669 0.235
S2 0.928 1.206 -0.150
H1 -0.828 0.261 2.220
H2 0.351 -0.993 1.504
H3 -1.068 -1.456 2.736
H4 -1.155 0.619 -1.608
H5 1.459 -0.649 -1.063
H6 1.123 2.385 -2.024
H7 0.086 -1.748 -1.587

The charge is 0. The value obtained for the HOMO-LUMO gap is 0.265 hartree. The multiplicity is 1. The energy is -32523.026 eV. The value obtained for the max |F| is 0.0916 hartree/bohr.

Atom charges from the Löwdin analysis, given in e for atoms 1 to 8: -0.743 -0.174 -0.344 -0.040 -0.282 -0.309 -0.172 0.762

***

(17)
Formula: C3H7NO4
Source: the OMol25 dataset
Level of theory: wB97M-V/def2-TZVPD

Positions of all 15 atoms, in Å:
C1 2.452 -0.156 -0.234
C2 -1.077 0.900 -0.714
C3 -0.341 -0.289 -0.415
N1 -0.643 2.116 -0.016
O1 2.184 0.401 -1.222
O2 2.647 -0.742 0.726
O3 -0.466 -1.163 -1.408
O4 -0.349 -2.052 2.367
H1 -0.866 1.157 -1.754
H2 -2.138 0.915 -0.697
H3 0.312 2.275 -0.297
H4 -1.025 -1.333 2.553
H5 -0.667 2.021 1.028
H6 0.369 -1.802 -1.368
H7 -0.391 -2.249 1.451

The charge is 0. The value obtained for the HOMO-LUMO gap is 0.334 hartree. The multiplicity is 1. The energy is -12901.891 eV. The value obtained for the max |F| is 0.0647 hartree/bohr.

Atom charges from the Löwdin analysis, given in e for atoms 1 to 8: -0.467 -0.314 -0.118 -0.008 0.168 0.230 -0.004 -0.079

***

(18)
Formula: C3H7NO4P2
Source: the OMol25 dataset
Level of theory: wB97M-V/def2-TZVPD

Positions of all 17 atoms, in Å:
C1 -0.384 0.045 -0.670
C2 -0.206 -1.319 0.018
C3 0.320 1.126 0.081
N1 2.017 -2.188 -0.382
O1 4.232 -1.463 0.621
O2 2.540 2.671 1.083
O3 2.354 0.028 1.351
O4 0.742 -2.125 -0.768
P1 2.248 1.448 0.246
P2 2.933 -0.966 0.178
H1 0.065 -0.048 -1.707
H2 -1.457 0.159 -0.850
H3 0.140 -1.456 0.997
H4 -1.213 -1.825 0.026
H5 0.055 2.116 -0.408
H6 -0.077 1.094 1.092
H7 -14.310 2.703 -0.908

The charge is -2. The value obtained for the HOMO-LUMO gap is 0.095 hartree. The multiplicity is 1. The energy is -31478.731 eV. The value obtained for the max |F| is 0.0643 hartree/bohr.

Atom charges from the Löwdin analysis, given in e for atoms 1 to 8: -0.258 -0.194 -0.350 -0.189 -0.382 -0.500 -0.497 -0.271